{"formula": "C48H40F8", "method": "the ωB97M-V functional and the def2-TZVPD basis", "elements": ["F", "C", "C", "C", "C", "C", "C", "H", "H", "H", "H", "H", "F", "C", "C", "C", "C", "C", "C", "H", "H", "H", "H", "H", "F", "C", "C", "C", "C", "C", "C", "H", "H", "H", "H", "H", "F", "C", "C", "C", "C", "C", "C", "H", "H", "H", "H", "H", "F", "C", "C", "C", "C", "C", "C", "H", "H", "H", "H", "H", "F", "C", "C", "C", "C", "C", "C", "H", "H", "H", "H", "H", "F", "C", "C", "C", "C", "C", "C", "H", "H", "H", "H", "H", "F", "C", "C", "C", "C", "C", "C", "H", "H", "H", "H", "H"], "positions_angstrom": [[-1.376, 1.055, -3.061], [-1.842, 1.929, -3.994], [-2.608, 1.435, -4.977], [-3.057, 2.247, -5.975], [-2.801, 3.645, -5.947], [-2.048, 4.097, -4.906], [-1.557, 3.291, -3.903], [-2.911, 0.381, -5.012], [-3.655, 1.887, -6.780], [-3.299, 4.297, -6.620], [-1.924, 5.119, -4.738], [-0.875, 3.746, -3.200], [5.168, 1.117, -3.920], [4.603, -0.100, -3.518], [3.256, -0.255, -3.560], [2.717, -1.382, -2.906], [3.547, -2.271, -2.239], [4.953, -2.086, -2.201], [5.456, -0.982, -2.870], [2.579, 0.492, -3.957], [1.674, -1.583, -2.880], [3.156, -3.182, -1.822], [5.612, -2.731, -1.679], [6.539, -0.695, -2.887], [-3.351, 2.776, -0.590], [-3.127, 2.688, 0.717], [-1.839, 2.880, 1.153], [-1.550, 2.649, 2.465], [-2.602, 2.411, 3.373], [-3.904, 2.294, 2.874], [-4.193, 2.408, 1.530], [-1.053, 3.153, 0.412], [-0.496, 2.691, 2.709], [-2.435, 2.250, 4.463], [-4.665, 2.116, 3.570], [-5.259, 2.361, 1.159], [-5.052, -0.660, 5.712], [-5.101, -1.174, 4.473], [-5.927, -0.568, 3.575], [-6.089, -1.095, 2.296], [-5.276, -2.155, 1.996], [-4.378, -2.752, 2.873], [-4.326, -2.262, 4.171], [-6.489, 0.297, 3.794], [-6.822, -0.758, 1.587], [-5.276, -2.566, 1.011], [-3.775, -3.624, 2.603], [-3.768, -2.854, 4.923], [3.465, 4.137, 0.895], [4.473, 3.373, 0.503], [5.732, 3.879, 0.307], [6.682, 3.150, -0.315], [6.411, 1.861, -0.596], [5.227, 1.265, -0.233], [4.203, 2.057, 0.257], [5.954, 4.871, 0.629], [7.620, 3.648, -0.559], [7.113, 1.228, -1.200], [5.076, 0.262, -0.425], [3.146, 1.729, 0.317], [4.376, -1.577, 2.100], [4.474, -0.352, 2.726], [5.672, 0.287, 2.629], [5.858, 1.411, 3.450], [4.852, 1.917, 4.272], [3.589, 1.320, 4.150], [3.407, 0.153, 3.406], [6.477, -0.253, 2.068], [6.877, 1.816, 3.616], [5.070, 2.782, 4.920], [2.769, 1.782, 4.780], [2.429, -0.261, 3.435], [-1.427, -6.899, -2.117], [-2.385, -5.923, -1.933], [-1.964, -4.621, -1.785], [-2.936, -3.692, -1.562], [-4.257, -4.028, -1.422], [-4.624, -5.342, -1.603], [-3.661, -6.355, -1.846], [-0.916, -4.360, -1.954], [-2.700, -2.592, -1.388], [-4.964, -3.243, -1.316], [-5.678, -5.563, -1.709], [-3.950, -7.465, -1.830], [1.279, -1.882, 2.570], [0.382, -1.418, 1.682], [0.883, -0.673, 0.631], [-0.096, 0.023, -0.123], [-1.467, -0.232, 0.002], [-1.907, -1.114, 0.982], [-0.964, -1.817, 1.725], [1.952, -0.538, 0.481], [0.309, 0.626, -0.979], [-2.152, 0.365, -0.596], [-2.964, -1.222, 1.182], [-1.302, -2.497, 2.473]], "atomic_forces_ev_per_a": [[0.0030, 0.3600, -0.0516], [1.2861, 1.0492, 1.8783], [-1.1809, -2.0333, -1.3134], [-0.1418, 2.4842, -0.6471], [-0.4732, -2.3928, 0.3756], [-0.2681, -0.0021, 0.5516], [0.5621, -1.0753, -0.3182], [0.4330, 0.3571, 0.2421], [-0.3667, -0.5048, -0.3229], [-0.0372, 0.4457, -0.6380], [0.3879, 1.6865, -0.1570], [-0.1926, -0.3840, 0.4370], [-0.6814, -1.5250, -0.0182], [1.2393, 1.6072, 0.4324], [-1.3712, -0.4526, 0.5356], [1.2915, -0.0119, 0.0248], [1.1274, -0.2025, -0.2734], [-1.4379, 1.1431, -1.0386], [1.3705, 0.4615, -0.1012], [0.2704, 0.0222, -0.2057], [-0.7582, 0.1325, -0.1786], [-0.3100, -0.0305, 0.3395], [0.3288, -0.6181, 0.3726], [-1.0824, -0.5091, 0.1547], [-0.1963, 0.2221, -1.2030], [-0.2519, 0.1737, -0.1877], [0.6241, 0.0168, -1.3890], [-0.1812, 0.1973, 1.1569], [0.3951, -0.4876, 0.1265], [1.3549, 0.2430, 0.2617], [-1.3024, 0.1236, -0.0242], [-0.7118, -0.3940, 0.6611], [-0.1245, 0.0342, 0.6031], [-0.0001, 0.2097, -1.0924], [-1.1093, -0.2489, 0.8205], [1.5520, -0.0823, 0.2776], [0.0831, 0.1050, 0.4226], [0.2097, 0.3237, 0.5106], [-0.8089, 0.0249, -1.2870], [0.7766, -0.3838, 1.0723], [0.7760, -1.1290, -1.1396], [-0.4051, 0.3312, 0.5899], [0.6860, -1.6008, 0.2063], [-0.4773, 0.7832, 0.7993], [-0.0335, 0.4098, -0.0738], [-0.2979, -0.2520, -0.6720], [-0.3054, 0.3789, -0.1010], [-0.2688, 0.9417, -0.3252], [-0.5404, 0.9210, 0.5418], [0.2670, -0.8190, -0.2200], [-0.9130, 1.6323, 0.8733], [1.4329, 0.9319, -0.1326], [1.3333, -3.0001, -1.5601], [-0.4085, 1.8628, 0.0035], [-1.1560, -0.5381, -0.3133], [-0.0602, 0.7289, 0.0211], [-0.1254, -0.3977, -0.0154], [-0.4415, 0.7258, 0.8506], [-0.4012, -1.9434, -0.4477], [0.8651, -0.0488, 0.2982], [-0.2224, 0.8149, 0.2041], [-0.1643, -1.3271, -0.9347], [1.4444, -0.1958, 0.5888], [1.3603, -0.0361, 0.5049], [-0.1983, -0.1800, -0.9444], [-0.1773, 1.0938, 1.4083], [-0.5819, 1.3760, 0.9797], [-0.6881, 0.9646, 0.5964], [-0.7138, -0.2052, -0.6038], [-0.3534, -0.6218, -0.3809], [0.7805, -0.9138, -1.0289], [-0.3072, -0.6865, -0.2382], [-0.3549, 0.7176, -0.0081], [1.9344, -1.5854, 0.0742], [0.8283, -0.0361, -0.7063], [0.6451, 3.0293, 1.0537], [0.0094, -0.7942, -0.6527], [-0.2197, -0.8466, -0.6207], [-2.3958, -0.6897, 0.7775], [-0.3930, -0.1407, 0.2833], [0.0940, -1.6016, -0.4696], [-0.6883, 0.3529, 0.2075], [-0.0577, -0.2951, 0.4522], [0.6123, 1.9223, -0.3795], [-0.2856, -0.6227, 0.2203], [-0.3134, -0.8985, -1.1072], [-1.4393, 1.2809, 0.1116], [1.3100, -0.8039, -1.5383], [0.6222, 0.9143, 0.3111], [0.5858, -0.0256, -0.5048], [0.4518, 1.2894, 0.7694], [-0.2426, 0.0477, 0.1284], [-0.7375, -0.3522, 0.9618], [0.0266, -0.2741, 0.0826], [0.0024, -0.2971, -0.1243], [-0.0063, -0.3772, 0.5334]], "molar_mass_g_mol": 768.83, "e_tot_ha": -2651.9089, "smiles": "Fc1ccccc1.Fc1ccccc1.Fc1ccccc1.Fc1ccccc1.Fc1ccccc1.Fc1ccccc1.Fc1ccccc1.Fc1ccccc1"}